A cluster of 7 separate species, C16H49N7O7 in total in a non-equilibrium geometry. Source: OMol25; level of theory: the ωB97M-V functional and the def2-TZVPD basis.

CARTESIAN COORDINATES (ANGSTROEM)
C -0.88 -4.16 -15.22
H 3.51 -1.14 -6.08
O 2.01 -2.55 -6.84
H 1.19 -0.58 -5.24
N -4.98 -5.21 -11.48
H -4.79 -6.02 -10.90
C -2.55 -6.83 -6.96
C -1.10 -5.14 -10.29
H 3.47 -2.69 -5.26
H -0.88 -3.49 -11.47
H 0.21 -5.55 -12.62
H 1.98 -4.01 -8.23
H -0.61 -6.11 -10.33
H -1.88 -3.83 -17.17
H 1.99 -0.14 -2.87
H 0.99 -1.51 -9.94
H 3.25 0.29 -4.09
N 0.97 -6.18 -12.84
C 2.15 -5.94 -12.35
H -1.57 -6.74 -7.43
H -1.62 -1.52 -12.36
C 1.83 0.31 -8.21
C 2.70 -3.50 -7.60
H -2.48 0.40 -10.24
H -0.58 -0.33 -14.06
H -5.15 -7.13 -13.83
H -1.88 -4.02 -13.47
O -3.51 -6.40 -7.89
H 3.42 -3.02 -8.26
H 0.11 -2.67 -14.01
O -1.00 -1.64 -15.49
H -2.45 -6.23 -6.05
N -5.13 -6.90 -12.85
H 0.72 -2.67 -15.58
H -1.94 -1.84 -10.83
H 3.31 -4.23 -7.06
H -4.84 -4.22 -11.32
C -1.63 0.62 -10.89
C 2.65 -0.52 -3.66
H -2.11 -5.47 -10.09
N 1.20 -2.36 -4.11
O 2.37 -4.92 -11.77
H -3.47 -5.45 -7.81
H -1.32 1.54 -10.40
H 0.69 -2.79 -4.86
C 0.25 -0.76 -9.66
H -0.22 -4.67 -17.05
C 1.91 -1.26 -4.78
H 0.77 -7.12 -13.15
H -0.13 -4.88 -14.88
H -0.64 -4.56 -9.49
H 3.42 -1.14 -3.18
O 0.96 0.39 -9.30
O -5.38 -4.91 -13.62
H -1.79 -5.44 -16.63
H 3.85 -6.92 -12.25
H 0.52 -0.25 -15.54
O -0.99 -4.44 -11.52
H 2.61 -7.64 -13.20
H -0.38 -1.18 -8.87
H -2.73 -3.46 -14.70
H 2.13 1.35 -8.08
C -0.55 -0.52 -11.01
N 2.91 -6.87 -12.62
N -2.12 -4.22 -14.43
H -1.06 0.43 -15.56
C -5.19 -5.63 -12.70
N -1.17 -1.73 -11.48
H -4.83 -7.51 -12.10
C -0.23 -2.75 -15.04
C 2.85 -1.96 -5.79
C -0.48 -0.40 -15.14
H -1.98 0.75 -11.91
H -2.65 -7.90 -6.79
H 2.60 -0.41 -8.46
H 0.60 -2.05 -3.35
H 1.29 -0.02 -7.32
H 0.22 -0.24 -11.73
C -1.22 -4.52 -16.65

total energy	-42138.363	eV
multiplicity	2
molecular weight	451.61	u
E_HOMO (alpha / beta)	-10.7 / -10.7	eV
HOMO-LUMO gap (alpha / beta)	8.4 / 2.7	eV
charge	+1
LUMO level (alpha / beta)	-2.34 / -8.00	eV
maximum force	0.1974	hartree/bohr

Results of the Mulliken charge analysis, in e, for atoms 1 through 8:
1 C 0.55
2 H 0.32
3 O -0.15
4 H 0.20
5 N -0.35
6 H 0.12
7 C -0.66
8 C -0.76

---

A cluster of 2 separate species, C3H8NO2 in total in a non-equilibrium geometry. Source: OMol25; level of theory: the ωB97M-V functional and the def2-TZVPD basis.

CARTESIAN COORDINATES (ANGSTROEM)
H -1.17 0.07 1.14
H -0.75 0.02 3.61
H 1.05 0.97 1.05
H 1.86 -0.43 0.32
N -1.38 -0.03 0.11
C -0.12 0.07 -0.55
H 1.72 1.06 -0.61
H -0.49 -1.82 -1.56
H -1.91 0.78 -0.19
H -0.20 0.55 -1.62
O 0.56 -0.82 -2.83
C 1.21 0.42 0.12
O -0.50 0.08 2.69
C 0.12 -0.91 -1.67

total energy	-8823.689	eV
multiplicity	1
molecular weight	90.10	u
E_HOMO	-3.3	eV
HOMO-LUMO gap	7.3	eV
charge	-1
LUMO level	3.99	eV
maximum force	0.0862	hartree/bohr
relative energy (zero: lowest compared OMol25 entry of this formula, charge and spin)	94.63	kcal/mol

Results of the Mulliken charge analysis, in e, for atoms 1 through 8:
1 H 0.41
2 H 0.12
3 H 0.32
4 H 0.29
5 N -0.71
6 C 0.59
7 H 0.34
8 H 0.38

---

Q: Which of these has the lowest maximum force?
A: C3H8NO2

---

Q: The highest multiplicity belongs to which entry?
A: C16H49N7O7

---

Q: Among the records above, which one has the lowest maximum force?
A: C3H8NO2